Record 1
C26H58O6S | ωB97M-V with the def2-TZVPD basis set

Last column: Mulliken charge in e.
Element x y z (Å)
O (-0.5581, 0.6392, -3.3450)  -0.31
H (-1.2867, -1.8392, -3.3330)  0.28
H (0.0834, -0.8608, -5.7804)  -0.05
H (2.6001, -3.2124, -1.6431)  0.50
H (-1.3800, 1.9737, 6.2773)  0.27
H (0.9798, 1.2885, -0.6946)  -0.26
C (3.9128, -0.4748, -1.0112)  0.40
C (-0.0369, -2.6082, 0.1127)  -0.29
O (-3.5239, -0.2007, 5.9074)  -0.29
H (3.2940, 1.5938, 0.9364)  0.05
C (1.6107, -0.7360, -8.6866)  -0.29
C (-1.9569, 0.9321, -1.4459)  -1.00
H (-0.7818, 0.9739, -7.2801)  0.28
H (2.9884, 0.0290, -1.2677)  -0.42
H (0.8504, 1.6275, -7.3932)  0.33
H (-0.2028, -3.1422, -1.9897)  0.40
H (-2.4198, 1.5616, -2.1984)  0.33
H (1.2290, 0.2070, -9.0948)  0.28
C (0.7342, -0.3473, -6.4886)  0.11
H (0.6965, 2.9795, -0.8532)  0.71
H (5.7117, 0.6117, -0.5644)  0.39
H (0.0424, 1.5818, -5.8294)  0.22
C (0.9312, 2.8788, 3.1340)  -0.12
H (3.0482, 3.0650, 3.4903)  0.40
H (3.4521, -1.6482, 0.7093)  0.47
C (1.3856, -3.1270, 0.1326)  -1.31
H (4.3779, -2.5265, -0.4863)  0.16
H (-0.2169, 3.1525, 5.6731)  0.37
H (-1.2489, 0.6628, 4.2242)  0.13
S (0.4340, 1.8097, -2.8903)  1.22
H (-0.5801, -2.9185, 0.9994)  0.49
H (-5.4903, -2.6535, 4.6599)  0.40
C (3.0765, -0.5989, -8.3078)  -1.02
H (-2.7581, 0.4700, -0.8867)  0.60
C (0.1790, 1.0381, -6.7662)  -0.92
C (-5.2843, -1.6200, 4.9388)  -1.11
H (4.4362, -0.6599, -1.9427)  0.45
C (-1.1070, -0.0684, -2.1949)  1.67
H (0.0097, -1.5205, 0.1670)  0.00
H (-5.2721, -1.0074, 4.0364)  0.30
H (-0.9628, 1.1558, 0.3947)  0.35
O (0.7870, -1.1893, -7.6308)  -0.46
C (-1.8911, -1.2851, -2.6230)  -1.46
H (-3.5606, -0.1663, 8.5893)  0.30
H (1.0492, 3.1601, 2.0853)  0.20
H (1.7857, -2.9392, 1.1250)  0.51
C (-1.0994, 1.7504, -0.5016)  -0.78
H (2.2123, 2.1404, 4.7322)  0.37
H (-3.8976, 1.5615, 6.7895)  0.31
H (-5.0814, 0.7311, 8.7605)  0.40
C (-0.4663, 1.3965, 4.4161)  -0.21
H (3.5976, 2.1737, -0.7103)  0.25
H (-5.3447, 0.7264, 6.2549)  0.34
H (-0.2645, -0.4351, -1.6146)  -0.63
H (1.5090, -1.4829, -9.4750)  0.35
H (3.4415, -1.5225, -7.8565)  0.27
H (0.3741, 0.8511, 4.8601)  0.29
C (4.0565, 1.7665, 0.1824)  -0.89
H (1.4168, -4.2063, 0.0173)  0.37
C (-0.8324, -3.0668, -1.1097)  -0.69
H (-5.0898, -0.9160, 8.1387)  0.27
H (-1.5898, 2.6595, -0.1809)  0.41
C (3.5652, -1.8194, -0.3556)  -1.20
C (-4.3697, 0.5802, 6.7328)  -0.31
C (0.2931, 2.0148, -1.1139)  -0.28
O (0.0732, 3.0358, -3.5091)  -0.72
H (-2.8394, -1.0084, -3.0672)  0.43
H (-3.1723, -1.9716, 5.0404)  0.33
H (-6.1100, -1.2753, 5.5632)  0.27
H (1.7193, -0.2785, -6.0153)  0.26
C (-3.9509, -1.5280, 5.6617)  -0.34
H (-2.2151, -1.5721, -0.5047)  0.49
H (-2.9575, -2.7968, -1.4774)  0.52
C (-0.9955, 2.4478, 5.3743)  -1.03
H (4.9481, -0.0327, 0.8635)  0.43
H (-1.7983, 3.0210, 4.9081)  0.27
H (3.2363, 0.2073, -7.5904)  0.25
H (-3.9757, -2.1028, 6.5942)  0.30
H (-1.2154, -4.0512, -0.8685)  0.42
H (4.7964, 2.4419, 0.5934)  0.46
C (-2.0708, -2.1787, -1.3915)  -1.00
H (1.7218, -1.7302, -1.4796)  -0.23
C (2.2497, 2.3422, 3.6608)  -1.21
H (0.6341, 3.7870, 3.6704)  0.30
H (2.5021, 1.4095, 3.1543)  0.26
C (2.2923, -2.4659, -0.9181)  0.19
O (-0.1061, 1.9175, 3.1473)  -0.29
H (3.6751, -0.3786, -9.1924)  0.39
O (1.7473, 1.3604, -3.1892)  -0.61
C (4.7487, 0.4327, -0.0974)  -0.87
C (-4.5348, 0.0234, 8.1369)  -1.14

Results
strongest force on any atom = 0.0254 Eh/bohr
structure (SMILES) = CCCCCCCCCC[C@@H]1CCCS(=O)(=O)O1.CCOCC.CCOCC.CCOCC
2S+1 = 1
orbital gap = 9.68 eV
energy above the lowest of the compared OMol25 structures with the same formula, charge and spin = 12.9 kcal per mole

---

Record 2
C26H59GeIrO4PSSi3 | ωB97M-V with the def2-TZVPD basis set

Last column: Mulliken charge in e.
Element x y z (Å)
C (1.6545, -2.8798, -0.5892)  -0.84
C (3.8283, 0.5260, 1.9421)  -0.29
C (3.2801, 0.5907, 4.3112)  -0.63
S (2.5075, -0.7141, 2.0747)  0.45
H (-3.7288, -0.7479, -0.2108)  -0.05
C (-3.5119, 0.0807, 3.0658)  -1.16
H (3.3121, 1.4365, 1.6335)  -0.10
H (0.4895, 1.5311, 3.6123)  -0.30
H (1.1120, -1.5378, -3.4577)  0.32
C (-1.0219, -4.1758, -0.2260)  -1.41
Ir (-0.6396, 0.0795, -1.6976)  2.07
C (-2.4597, 2.8225, -2.1082)  -1.61
P (2.5240, 1.2268, -1.5947)  0.13
O (1.6208, 2.3060, -2.3852)  -0.32
H (-2.2194, -3.5738, 2.3121)  0.28
H (-2.0454, -3.0007, -2.8620)  0.38
H (-2.2830, 3.9477, 1.2817)  0.46
H (-1.8425, -1.5769, 5.1275)  0.53
H (-0.7276, -2.2320, -4.5706)  0.44
H (0.4416, 3.9381, 0.9366)  0.73
C (-2.7939, -2.2904, -2.5200)  -1.36
H (-0.4806, 2.8834, -4.0383)  0.32
H (-2.9921, 2.6440, 0.3560)  -0.23
H (-3.7561, 1.0163, -0.1197)  0.06
H (-0.9801, -4.1583, -1.3109)  0.36
C (-1.1093, -1.2969, 4.3614)  -1.50
C (0.6467, -3.5839, 2.2388)  -0.78
H (5.1449, -0.1670, 3.5166)  0.37
C (-3.8190, 0.1668, -0.7959)  -0.17
H (-3.6690, -2.4072, -3.1672)  0.34
H (5.0093, 1.5811, 3.4055)  0.42
C (-2.7791, 0.2279, -1.8638)  0.20
C (-0.4294, 2.0761, 3.4084)  -0.79
H (3.1848, 3.6414, -2.8130)  0.38
H (0.2184, 1.5181, -4.9114)  0.41
C (-2.1866, 1.3990, -2.4441)  0.30
H (-2.8752, 3.3049, -2.9965)  0.43
H (1.5673, 4.1155, -3.3428)  0.29
H (-1.5529, 3.3676, -1.8435)  0.17
H (-1.8389, -1.3225, -5.5762)  0.36
H (1.4160, -0.6282, 4.1854)  -0.25
H (1.3223, -2.8513, -1.6273)  0.11
H (-2.0571, -4.1207, 0.0944)  0.40
H (2.8340, -1.1725, -3.2576)  0.48
C (-2.5287, 2.8791, 1.3086)  -0.89
H (2.6800, 1.5006, 4.2477)  0.21
H (5.7295, 1.2985, -2.9022)  0.28
H (-0.2439, 3.1339, 3.6330)  0.52
C (-2.8902, -2.7191, 2.2894)  -1.14
H (-4.0503, 0.3410, 2.1562)  0.29
O (3.7169, 1.0480, -2.6376)  -0.40
C (-1.0119, -1.2235, -4.8669)  -1.35
H (2.3317, -2.0468, -0.4197)  0.05
H (-3.3843, -2.6769, 1.3181)  0.26
H (1.9887, 4.2147, -1.6138)  0.34
Ge (-0.5278, -0.4979, 0.7895)  -0.27
H (5.2479, 1.1011, -1.2045)  0.32
H (5.2592, -0.3088, -2.3073)  0.32
H (-4.2143, -0.4709, 3.7012)  0.56
C (-1.3943, 1.0004, -3.5892)  0.75
H (1.7919, -0.0257, -4.1310)  0.23
H (3.6119, 0.4852, 5.3427)  0.50
Si (0.1708, -2.9742, 0.5381)  0.73
Si (-0.8940, 2.0613, 1.6130)  0.63
H (-4.8133, 0.1712, -1.2481)  0.36
C (2.4643, -0.6260, 3.8890)  -0.45
H (0.1680, 2.8999, -0.4702)  -0.85
C (-2.3201, -0.8909, -2.6396)  0.80
H (-1.2125, 1.7434, 4.0839)  0.36
H (-0.3719, -2.0937, 4.3252)  0.44
H (-0.2007, -4.0283, 2.7616)  0.36
C (-1.4952, -0.4001, -3.7248)  0.36
H (-3.6742, -2.9050, 3.0317)  0.58
H (-3.0954, -2.5396, -1.5060)  0.13
O (1.5152, -0.0939, -2.0492)  -0.50
C (5.0740, 0.7603, -2.2253)  -0.73
H (-1.3675, 2.1384, -5.3689)  0.41
H (-3.1900, 2.9265, -1.3122)  0.74
O (1.2436, 0.0508, 1.5596)  -0.86
H (-0.6424, -0.3738, 4.6994)  0.43
C (-0.7071, 1.9364, -4.5212)  -1.76
H (1.3949, 2.4598, 0.7325)  -0.65
C (1.8376, -0.7468, -3.3185)  -1.15
H (4.5167, 0.2134, 1.1606)  0.46
H (1.3770, -4.3832, 2.0736)  0.50
Si (-2.1112, -1.1127, 2.8106)  0.69
C (2.1319, 3.6552, -2.5376)  -1.00
C (0.4099, 2.8976, 0.5938)  0.84
H (-0.1857, -0.7560, -5.3961)  0.42
H (2.9232, -1.5586, 4.2259)  0.65
H (-0.6440, -5.1568, 0.0865)  0.48
H (-3.2489, 0.9854, 3.6050)  0.35
H (2.2191, -3.8082, -0.4544)  0.65
C (4.4468, 0.6515, 3.3316)  -0.90
H (-3.2559, 2.7332, 2.0995)  0.53
H (1.1101, -2.8595, 2.9032)  -0.06

Results
strongest force on any atom = 0.0071 Eh/bohr
2S+1 = 1
orbital gap = 7.31 eV
net charge = +3
energy above the lowest of the compared OMol25 structures with the same formula, charge and spin = 27.9 kcal per mole

---

The lowest strongest force on any atom belongs to which entry?
C26H59GeIrO4PSSi3

---

What is the energy above the lowest of the compared OMol25 structures with the same formula, charge and spin in the first record?
12.9 kcal per mole

---

What is the formula in the first record?
C26H58O6S